Record 1
{"formula": "C7H12N2O3S", "method": "ωB97M-V/def2-TZVPD", "symbols": ["C", "N", "S", "O", "O", "C", "C", "C", "C", "C", "N", "C", "O", "H", "H", "H", "H", "H", "H", "H", "H", "H", "H", "H", "H"], "coordinates": [[2.11963, 1.41921, 0.08848], [1.94532, 0.15053, -0.56120], [1.20135, -1.12610, 0.19862], [1.11118, -0.70044, 1.61151], [1.94650, -2.28787, -0.15021], [-0.42451, -1.58475, -0.53637], [-0.77968, -0.95395, -1.78621], [-0.93524, 0.40306, -1.82427], [-0.71749, 1.07271, -0.58262], [-0.88357, 0.50587, 0.61715], [-1.05129, 1.18553, 1.81092], [-1.26615, -0.92551, 0.61533], [-2.62433, -1.22182, 0.66524], [1.44739, 1.23683, 1.01975], [3.10989, 1.58084, 0.52912], [1.85770, 2.17157, -0.64573], [2.70290, -0.30599, -0.95343], [-0.28844, -2.62453, -0.41245], [-1.19481, -1.57321, -2.72152], [-1.13958, 0.87882, -2.76602], [-0.61241, 2.16449, -0.52948], [-1.07215, 0.59633, 2.62692], [-0.33057, 1.89665, 1.98594], [-0.96826, -1.41524, 1.51147], [-3.15336, -0.54304, 0.18908]], "atomic_forces_ev_per_a": [[-0.927, -0.844, 2.073], [-1.311, -1.150, 0.120], [1.139, 1.764, 1.386], [0.160, -1.294, -1.469], [1.110, -0.848, -0.087], [-0.676, 2.121, 2.552], [-1.717, -0.051, -3.971], [0.844, -2.627, 0.298], [-0.307, 2.752, 0.514], [-1.846, -0.052, -0.068], [0.899, 0.902, 0.328], [-0.084, -1.873, 0.129], [-1.709, 1.047, -1.002], [0.980, 1.501, -1.587], [0.055, -0.156, -0.449], [-0.210, 0.557, 0.551], [2.065, -0.495, -1.286], [-0.563, -1.192, -0.496], [1.535, 1.206, 2.237], [-0.237, 0.381, 0.066], [0.080, -0.339, -0.428], [0.035, -0.359, -0.054], [-0.682, -0.157, -0.308], [0.788, -0.115, 0.701], [0.579, -0.680, 0.250]], "mulliken_charge": [-0.63, -0.26, 1.19, -0.61, -0.79, 0.13, -0.93, -0.36, -0.51, -0.22, -0.43, -0.63, -0.60, 0.16, 0.31, 0.27, 0.29, 0.61, 0.21, 0.49, 0.59, 0.31, 0.34, 0.66, 0.41], "de_lowest_kcal_mol": 83.53, "homo_energy_ev": -8.0658, "orbital_gap_ev": 8.49}

***

Record 2
{"formula": "C2H7N2O2", "method": "ωB97M-V/def2-TZVPD", "symbols": ["C", "C", "N", "N", "O", "O", "H", "H", "H", "H", "H", "H", "H"], "coordinates": [[-0.48130, -2.12701, -0.91282], [0.81954, 1.45392, 1.04615], [-0.49258, -0.23997, 0.31036], [-0.05274, 0.98546, 0.05574], [-1.01430, -0.54315, 1.35707], [0.32198, 1.10367, -1.25244], [0.35583, -1.99574, -1.57480], [-0.53631, -2.65972, 0.06251], [-1.48600, -1.89813, -1.27274], [0.32686, 1.45350, 1.97536], [1.51295, 0.64839, 1.32837], [1.17109, 2.45647, 0.69785], [-0.44501, 1.36231, -1.82061]], "atomic_forces_ev_per_a": [[-1.426, 2.046, 1.977], [2.000, 1.306, 0.710], [-2.014, -3.055, -0.415], [-2.111, -1.706, -1.205], [1.405, 1.096, -1.085], [0.455, -0.062, -0.665], [0.339, -0.247, 0.066], [0.733, 0.269, -0.946], [0.346, -0.154, -0.333], [-1.313, 1.036, 0.993], [0.997, 0.617, -0.926], [0.184, -1.103, 0.781], [0.405, -0.044, 1.047]], "mulliken_charge": [-0.21, -0.79, 0.29, 0.22, -0.37, -0.43, 0.30, 0.30, 0.29, 0.35, 0.35, 0.30, 0.39], "de_lowest_kcal_mol": 190.80, "charge": 1, "homo_energy_ev": [-14.9810, -14.9806], "orbital_gap_ev": [8.48, 8.48]}